{
  "formula": "C4H12CuO12S2",
  "method": "ωB97M-V/def2-TZVPD",
  "gap_ev": [5.48, 4.87],
  "multiplicity": 2,
  "de_lowest_ev": 0.000,
  "total_charge": -2,
  "symbols": ["Cu", "S", "S", "O", "O", "O", "O", "O", "O", "O", "O", "O", "O", "O", "O", "C", "C", "C", "C", "H", "H", "H", "H", "H", "H", "H", "H", "H", "H", "H", "H"],
  "positions_angstrom": [[-14.5297, 20.3612, -15.3232], [-16.8363, 17.8745, -14.4173], [-16.2835, 22.7449, -13.4325], [-16.9523, 18.0386, -12.9302], [-18.2493, 18.2313, -14.7484], [-13.9749, 20.7310, -9.9972], [-13.6711, 20.4758, -12.9187], [-16.4824, 24.1046, -13.9761], [-16.5649, 16.4910, -14.7978], [-15.8586, 18.7896, -15.0133], [-15.2448, 21.1227, -17.4856], [-15.2919, 22.8199, -12.2773], [-17.5375, 22.1055, -13.0157], [-13.0046, 21.9919, -15.8795], [-15.5860, 21.9271, -14.4825], [-12.7095, 20.0356, -11.9786], [-14.5521, 22.3965, -17.6323], [-13.0949, 22.1954, -17.2769], [-13.3256, 19.6791, -10.6148], [-14.6709, 21.1562, -10.5746], [-14.6673, 22.7247, -18.6728], [-12.2765, 19.1077, -12.3859], [-12.7142, 21.3007, -17.7882], [-15.0328, 23.1046, -16.9578], [-14.0496, 21.3534, -12.5903], [-13.9295, 18.7762, -10.8072], [-12.3597, 22.5939, -15.5042], [-12.4893, 19.3949, -9.9536], [-12.4862, 23.0404, -17.6316], [-15.3166, 20.7721, -18.3770], [-11.8913, 20.7692, -11.8686]],
  "forces_ev_per_a": [[-0.8, 0.3, 1.0], [0.6, -0.4, -0.5], [0.8, 0.1, 0.4], [0.0, 0.0, -0.4], [0.1, 0.2, 0.1], [-1.3, 1.0, -0.1], [0.3, 0.8, 0.9], [-0.2, 0.0, 0.1], [0.0, 0.3, 0.2], [-0.4, -0.5, 0.2], [0.4, 0.9, -0.3], [-0.1, -0.5, 0.0], [0.3, 0.3, -0.1], [0.5, -0.2, -0.4], [-0.1, -0.1, -0.5], [-0.2, -0.2, -0.2], [-0.5, -0.8, -0.2], [0.0, 0.2, -0.2], [0.9, -0.5, -1.1], [0.8, -0.5, 0.3], [0.1, 0.2, 0.1], [0.0, 0.2, 0.1], [-0.1, 0.0, 0.0], [0.0, -0.1, 0.2], [-0.3, -0.6, -0.8], [-0.3, 0.3, 0.3], [-0.2, 0.0, 0.4], [-0.2, 0.0, 0.0], [-0.1, 0.0, 0.3], [-0.1, -0.4, 0.2], [-0.2, 0.0, 0.1]],
  "lowdin_charge": [0.3630, 0.2874, 0.2584, -0.1946, -0.2096, -0.0731, -0.1106, -0.4545, -0.3606, -0.3357, -0.0700, -0.4718, -0.4097, -0.0590, -0.4391, -0.2616, -0.1961, -0.2433, -0.2972, 0.1047, 0.1130, 0.1098, 0.1148, 0.1290, 0.0660, 0.1171, 0.1078, 0.1060, 0.1170, 0.0841, 0.1086]
}